[1]
Computed, not measured: the ion C10H25NOPS2 with charge +1 in a non-equilibrium geometry, with wB97M-V/def2-TZVPD.

```
40
Properties=species:S:1:pos:R:3:forces:R:3
P 0.213656 -3.191685 1.090357 1.6 -1.1 1.3
H -4.591851 2.001073 -1.595587 -0.5 0.1 0.3
H 4.104608 1.842554 0.523680 -0.3 -0.5 0.1
H 3.809530 -0.647122 -0.505015 0.0 0.5 -0.3
H -3.465066 1.248072 0.515065 -0.5 -0.1 -0.3
H -0.606202 -5.135781 1.925175 -0.1 0.0 0.0
H 4.331098 0.660895 -1.547039 -0.6 0.1 0.2
N -0.941717 -4.178892 1.941725 1.0 1.9 -0.6
H -0.960896 -3.816562 2.893225 -0.4 -0.3 0.1
H -1.744515 -0.342237 0.662708 0.2 -0.6 -0.2
H -2.744127 -1.727293 1.157834 0.7 -0.4 -0.4
C 1.977633 3.257793 1.300245 -0.1 -1.2 -0.6
O 0.549645 -1.975225 2.189354 -1.5 -0.9 -0.9
H 1.088414 1.802176 -0.120931 0.3 0.2 0.1
H 1.944898 -1.983833 -0.976137 -0.2 0.4 0.3
C -2.231132 -1.268019 0.295322 -0.9 1.5 0.0
H 2.820016 3.964956 1.305244 -0.4 -0.1 0.0
H -5.979219 0.902446 -1.298009 0.2 0.4 0.2
S -1.033139 -2.391324 -0.506481 -1.6 0.7 -0.1
H 2.085800 2.594920 2.181859 -0.3 0.6 -0.2
C 2.056583 2.305141 0.051883 0.7 0.5 0.5
H 1.217299 -0.618292 0.001541 0.0 -0.3 -0.3
H 0.116066 -1.917272 -2.591338 -0.2 0.0 0.4
H 1.001918 3.764572 1.309794 0.5 0.1 0.2
H -0.614763 -0.450307 -1.880735 0.1 -0.4 0.3
H 2.921595 0.626862 1.143458 0.2 0.5 -0.2
C -4.307138 0.674764 0.080776 0.4 -0.4 0.4
C 1.372992 -1.039799 -1.006352 -0.4 0.6 -0.9
H -5.718196 2.280679 -0.168962 0.2 -0.1 -0.4
C -5.225068 1.544885 -0.818212 0.7 -0.9 0.3
H 1.497901 -1.824354 2.236394 0.3 0.0 -0.1
H 2.284772 2.912254 -0.847185 -0.2 -0.4 0.3
H 2.612066 -0.475813 -2.731396 -0.4 0.1 0.4
C -0.007284 -1.344552 -1.660016 0.7 0.2 0.6
S -3.549418 -0.719474 -0.894224 0.3 0.1 0.1
C 3.476209 0.323145 -0.934204 -0.1 -0.2 0.3
H 1.654793 0.882033 -2.123663 0.2 -0.3 0.3
C 2.223943 -0.005377 -1.805274 0.8 -0.7 0.0
C 3.192663 1.268721 0.280214 -0.4 0.0 -0.7
H -4.834370 0.195272 0.924906 0.0 0.4 -0.4
```
Forces are in eV/Å.

Results
**HOMO level**: -12.17 eV
**Kohn-Sham gap**: 0.3327 hartree
**Charge**: +1

[2]
Computed, not measured: a cluster of 2 separate species, C10H25OSi in total in a non-equilibrium geometry, with wB97M-V/def2-TZVPD.

```
37
Properties=species:S:1:pos:R:3:forces:R:3
H 0.129135 -1.911317 -1.838356 -1.3 0.8 -1.0
C -0.914780 -2.359203 1.061329 -2.0 0.0 0.6
H -0.764613 1.471685 2.625031 0.4 -0.5 -0.8
C 1.320971 -1.748376 -0.064779 -0.6 -2.8 -0.8
H -1.150317 -3.092308 0.227811 0.4 1.1 0.8
H -0.402400 3.376338 1.297233 0.6 0.1 1.0
H 0.575745 0.524863 -0.698051 0.4 0.7 -0.7
C -2.302397 0.574557 -0.162485 3.2 0.8 -0.5
C -2.517027 0.017620 -1.603906 3.4 2.1 -0.5
H 0.712041 -3.297251 2.144804 -1.0 0.2 0.7
H -1.900650 -1.724255 1.309656 2.2 -1.6 -0.7
H -2.776192 -0.964276 -1.508341 -0.8 -2.7 0.1
H -3.240157 0.519329 -2.185004 -1.0 0.7 -0.4
H 1.738579 1.344151 -3.508348 -0.6 -0.5 -0.3
H -0.881877 -4.043901 2.420339 -0.1 -0.1 0.1
H 1.631557 -2.685367 0.476074 0.3 1.7 0.1
H 1.901990 -2.026985 -2.051065 -0.3 -0.3 -0.6
H 2.080915 -0.948499 -0.144196 -0.9 -0.3 0.9
H -0.597827 -2.463416 3.240196 0.7 -0.8 -0.9
H -2.392328 1.679289 0.018813 -0.6 -0.9 -0.5
H 1.260066 3.119553 2.265278 -1.3 0.5 -0.3
C 1.879202 2.406368 -3.541931 -0.5 -0.3 1.6
C 0.490891 2.764792 1.536400 0.6 0.4 0.5
C 2.172377 2.996480 -2.375317 0.7 0.5 -2.0
H -2.867743 0.021938 0.559308 -0.5 0.0 0.5
Si -0.378924 0.466861 0.367577 -2.4 -1.3 0.2
H 1.631487 2.922240 -4.454986 0.8 0.2 -0.2
H 0.761687 0.791479 2.494625 1.7 -0.7 0.7
O 0.024587 -1.339868 0.573466 0.7 1.1 0.0
C -0.376063 -3.089954 2.329962 0.2 1.3 -0.7
H 0.944780 -3.343024 -1.388511 -0.2 -2.4 -0.3
H 2.638849 3.969397 -2.466640 -0.7 0.5 0.6
C 1.021079 -2.323914 -1.489522 1.9 2.4 1.9
H 2.163975 2.514548 -1.423075 0.3 -0.5 0.3
C 0.098305 1.345180 1.910969 -2.8 0.7 0.1
H -1.554477 0.017915 -2.303777 -1.7 0.2 1.6
H 1.004436 2.822632 0.616965 0.9 -0.2 -1.3
```
Forces are in eV/Å.

Results
**ΔE to the lowest compared entry with this formula, charge and spin**: 0.0 kcal per mole
**HOMO level**: -12.41 eV
**Kohn-Sham gap**: 0.3707 hartree
**Charge**: +1

[3]
Computed, not measured: a structure of composition C10H26AgN2O4 in a non-equilibrium geometry, with wB97M-V/def2-TZVPD.

```
43
Properties=species:S:1:pos:R:3:forces:R:3
H 1.225645 -1.544957 -0.283237 0.4 0.2 -0.2
C -0.476305 -2.511917 0.533293 -0.1 -0.8 0.9
H 2.010175 0.896323 -1.353027 0.0 -0.6 -0.3
C -0.434015 1.701783 3.047023 -0.9 0.3 0.3
N 1.299375 1.469693 -0.921617 0.1 -0.3 0.1
H 1.632575 -3.183127 0.320383 0.0 -0.2 -0.1
O -1.336035 0.638313 -1.943657 0.2 -0.6 -2.4
C -1.376085 1.008693 4.167613 -2.1 0.5 -1.5
H -2.294155 -1.036037 -3.009197 0.5 0.2 -0.1
H 1.864195 2.069043 -0.336927 -0.4 0.6 0.3
O -0.958685 2.569033 2.066883 0.2 -1.6 -0.4
Ag -0.705005 0.853043 0.252673 -0.3 0.7 1.9
H 3.183165 -2.614987 2.197753 0.8 -0.2 -0.5
H 0.160265 0.871243 2.666053 0.1 -0.9 -0.8
C -2.448875 -0.018727 -2.649687 0.2 1.7 1.2
H -2.253025 -1.658037 0.831183 -0.4 0.2 -0.4
C -0.970105 -3.027737 -0.789807 1.6 -0.3 -0.9
H 1.097155 3.489903 -3.692077 -0.4 0.2 0.1
C 1.098825 -2.256727 0.532483 -2.1 0.4 -0.1
H -0.837195 1.862113 -3.549887 0.0 0.0 -0.2
H 2.283695 2.294233 -3.458377 0.0 -0.5 0.3
H -2.030245 -2.899557 -1.008407 0.1 0.3 0.2
O -2.632835 0.511883 3.771533 1.4 -0.2 -0.2
H -2.843595 0.675233 -3.391797 0.4 -0.2 -0.7
C -0.314685 1.245363 -2.818657 -0.5 0.5 1.4
H 2.170585 3.611383 -2.314577 0.1 0.1 0.1
H -0.722655 -4.082267 -0.911617 -0.1 -0.2 0.0
H 3.109905 -1.093667 2.964403 -1.0 0.2 0.2
N -1.291145 -1.354507 0.883703 0.5 0.3 0.5
O 1.475345 -1.698917 1.756663 0.6 1.0 0.7
C 0.599875 2.192513 -1.973277 -0.2 0.1 -1.5
H -1.229675 -1.240817 1.885403 0.3 0.8 0.6
H -3.264015 -0.000337 -1.926297 0.1 -0.5 0.4
C 2.881035 -1.583267 2.017813 -0.6 -0.9 0.6
H -0.802085 0.225713 4.663153 1.0 -0.5 0.1
H -1.571155 1.733173 4.958303 0.2 0.9 0.5
H 0.324425 0.540113 -3.349957 -0.2 -0.5 0.1
C 1.577435 2.911333 -2.902977 0.3 0.2 -0.5
H 0.364615 2.248193 3.548753 0.4 0.4 1.1
H 3.520525 -1.030437 1.329673 -0.4 -0.3 -0.8
H -0.320865 -2.512977 -1.498047 -0.6 0.1 -0.8
H -0.005445 3.004593 -1.570517 -0.2 -0.4 0.6
H -0.760945 -3.273887 1.258883 0.7 -0.4 0.5
```
Forces are in eV/Å.

Results
**Spin multiplicity**: 2
**HOMO level (alpha / beta)**: 2.61 / 0.84 eV
**Kohn-Sham gap (alpha / beta)**: 0.0864 / 0.1509 hartree
**Charge**: -2

[4]
Computed, not measured: a structure of composition C10H26ClGaN4O5P in a non-equilibrium geometry, with wB97M-V/def2-TZVPD.

```
48
Properties=species:S:1:pos:R:3:forces:R:3
N -3.063239 -1.518903 -1.723324 -1.4 1.1 0.4
C 2.014348 2.362908 4.772480 -0.9 0.0 0.3
H 0.066462 1.334501 4.455309 1.2 0.1 -0.9
H 2.486860 1.754645 5.622075 -0.5 0.7 -1.3
H -1.128054 -3.819508 -4.526885 0.0 -0.1 0.0
H -4.815697 -1.361088 -0.536611 0.1 0.1 -0.2
C -3.897532 -1.949404 -0.604290 0.5 -0.1 0.1
H -4.681376 -0.499738 -2.579744 0.0 -0.2 0.2
H -0.158041 -1.274952 0.630834 0.2 0.2 0.1
H -4.169579 -3.006872 -0.681779 -0.1 -0.1 0.0
H 1.441119 0.317227 3.853672 -0.1 1.7 -0.3
H 0.943802 -0.179219 -0.235169 -0.2 0.0 0.0
C 0.277669 -1.037347 -0.344382 0.7 0.1 -0.3
Ga 3.443282 3.391597 3.708018 0.7 -0.5 0.8
H 0.080459 -4.098840 -3.258177 -0.2 0.0 -0.1
C -1.447640 0.463713 -1.004667 -0.6 0.1 0.1
H 1.340629 3.125139 5.304882 0.9 -1.0 -0.8
C -0.298733 -3.367056 -3.971688 -0.2 -0.3 0.2
H 3.717501 2.422247 1.152760 0.6 -0.6 1.2
H 0.900212 -1.885012 -0.652677 -0.1 -0.1 -0.1
H -1.741855 -1.336429 -4.955059 0.0 -0.1 0.0
N 5.433870 1.006563 3.529661 -1.6 -2.7 0.5
H -2.071208 0.823716 -1.824720 -0.1 -0.3 0.1
O -2.152944 -3.703645 -2.137582 2.0 -0.6 2.9
O 4.576874 0.928184 2.457408 -0.1 1.9 -0.1
H 0.516785 -3.171088 -4.675963 -0.1 0.3 0.1
N -0.774537 -0.784612 -1.344519 1.0 -1.1 2.4
C -3.890061 -1.200230 -2.867908 0.2 -0.2 -0.4
O -0.262073 2.917410 2.356897 1.4 -0.5 0.8
H 0.103523 3.728572 1.941217 0.0 -0.8 0.1
Cl 2.756280 5.451038 2.963867 -0.2 -0.3 -0.1
C -0.915448 -1.100525 -4.272850 0.4 0.6 0.3
P -1.549769 -2.326013 -1.806430 -3.2 2.2 -5.7
O 5.202144 0.043811 4.211407 1.4 1.1 -0.1
C 1.074866 1.399338 3.908310 -1.4 -0.3 0.4
C 0.756966 1.924568 2.454797 0.6 -0.4 -1.6
H -2.052872 0.382514 -0.097273 0.0 0.2 0.0
O 1.281209 1.522365 1.410984 -1.1 0.9 2.7
H -1.098814 -0.122793 -3.827359 -0.1 -0.1 0.2
H -0.015956 -0.974095 -4.885723 0.0 -0.1 0.1
H -3.356840 -1.800009 0.336821 0.0 -0.1 0.1
C 4.275584 2.356142 2.134645 1.0 1.1 -1.5
H -0.707956 1.254922 -0.838770 0.3 -0.4 0.1
H -4.346047 -2.092803 -3.315320 -0.1 0.0 -0.1
H 4.655826 3.682384 4.748364 -0.2 0.1 -0.2
H -3.336818 -0.667048 -3.637237 0.2 -0.2 0.0
N -0.719723 -2.146112 -3.287839 0.9 -0.8 -0.7
H 5.306543 2.829835 1.939535 -1.4 -0.5 0.2
```
Forces are in eV/Å.

Results
**HOMO level**: -5.53 eV
**Kohn-Sham gap**: 0.2479 hartree
**Charge**: -1

no.,calculated total energy (Ha)
1,-1663.50349
2,-760.39602
3,-953.74943
4,-3718.06438